(1)
This record from OMol25 describes a molecular structure, C27H35KN6O8 in a non-equilibrium geometry. The level of theory is ωB97M-V with the def2-TZVPD basis set.

For the strongest force on any atom, the calculation gives 2.40 eV/Å. The value obtained for the calculated total energy is -70216.4116 eV. Its HOMO energy is -0.1089 hartree. The energy above the lowest of the compared OMol25 structures with the same formula, charge and spin is 1.483 eV. Its orbital gap is 7.1 eV.

Geometry as ORCA input:
```
! RIJCOSX wB97M-V def2-TZVPD def2/J DEFGRID3
* xyz -2 1
K -0.88 0.45 -0.09
O -2.78 3.58 2.50
C -2.08 2.63 2.11
O -2.27 1.93 1.07
C -0.79 2.35 2.91
C 0.41 2.91 2.11
C 1.64 3.05 3.02
C 2.11 1.57 3.12
C 1.02 0.86 2.31
O 0.79 1.82 1.26
C -0.30 0.87 3.11
C -1.30 -0.27 2.79
O -2.21 -0.42 3.62
O -1.07 -0.96 1.76
H -0.89 2.87 3.86
H 0.18 3.79 1.51
H 1.38 3.48 3.99
H 2.40 3.68 2.56
H 2.18 1.20 4.14
H 3.08 1.44 2.64
H 1.28 -0.10 1.87
H -0.07 0.74 4.17
O 1.91 -3.04 -3.02
C 1.06 -2.13 -2.94
N 1.23 -0.84 -3.14
C 2.16 -0.22 -3.85
O 2.55 -0.47 -5.00
C 2.66 1.09 -3.24
C 3.62 1.81 -3.95
C 4.12 2.98 -3.40
C 3.64 3.40 -2.17
C 2.69 2.61 -1.53
N 2.21 1.48 -2.05
C -0.32 -2.52 -2.43
C -0.68 -3.86 -2.45
C -1.92 -4.23 -1.96
C -2.76 -3.25 -1.45
C -2.31 -1.94 -1.47
N -1.13 -1.58 -1.95
H 3.94 1.43 -4.90
H 4.86 3.57 -3.93
H 4.00 4.30 -1.70
H 2.30 2.88 -0.56
H 0.03 -4.58 -2.83
H -2.22 -5.27 -1.96
H -3.72 -3.49 -1.02
H -2.93 -1.14 -1.07
C -0.40 -4.46 2.45
C 0.93 -3.88 2.00
C 1.50 -3.00 3.13
C 1.91 -5.00 1.66
N 0.63 -3.12 0.78
N 1.70 -2.38 0.21
H -0.29 -5.03 3.37
H -0.81 -5.11 1.67
H -1.12 -3.65 2.62
H 1.67 -3.60 4.03
H 0.78 -2.21 3.36
H 2.45 -2.55 2.85
H 2.10 -5.63 2.54
H 2.87 -4.60 1.32
H 1.50 -5.63 0.86
H -0.10 -2.45 1.01
H 2.12 -2.90 -0.56
H 2.41 -2.11 0.88
C -3.72 3.81 -3.57
N -3.86 3.43 -2.18
C -4.60 4.27 -1.27
C -3.23 2.33 -1.70
O -2.55 1.56 -2.37
H -4.69 3.83 -4.08
H -3.08 3.08 -4.05
H -3.26 4.80 -3.66
H -4.59 5.30 -1.64
H -4.14 4.26 -0.28
H -5.64 3.95 -1.17
H -3.35 2.21 -0.61
*
```

Here are the Löwdin charges for atoms 1 to 8, given in e: atom 1 (K): 0.85, atom 2 (O): -0.04, atom 3 (C): -0.64, atom 4 (O): -0.17, atom 5 (C): -0.11, atom 6 (C): -0.26, atom 7 (C): -0.10, atom 8 (C): -0.11

=====

(2)
This record from OMol25 describes a molecular structure, C27H35MoN2O2PS3Si in a non-equilibrium geometry. The level of theory is ωB97M-V with the def2-TZVPD basis set.

Its expectation value of S² is 2.017. For the strongest force on any atom, the calculation gives 1.98 eV/Å. The value obtained for the calculated total energy is -87172.4355 eV. Its HOMO energy (spin up / spin down) is -0.2633 / -0.2699 hartree. The energy above the lowest of the compared OMol25 structures with the same formula, charge and spin is 1.174 eV. Its orbital gap (spin up / spin down) is 7.1 / 6.4 eV.

Geometry as ORCA input:
```
! RIJCOSX wB97M-V def2-TZVPD def2/J DEFGRID3
* xyz 0 3
Mo 0.11 0.80 -0.36
S 0.91 -0.02 -4.97
C 0.62 0.22 -3.38
S -0.89 0.72 -2.69
S 1.78 0.07 -2.10
N -2.65 -0.39 0.88
P -1.39 -1.21 0.04
C -2.15 -2.14 -1.31
C -1.35 -2.45 -2.41
C -1.85 -3.25 -3.43
C -3.16 -3.71 -3.36
C -3.96 -3.40 -2.26
C -3.45 -2.62 -1.24
C -1.00 -2.52 1.24
C -0.37 -3.69 0.80
C 0.01 -4.66 1.71
C -0.23 -4.48 3.07
C -0.85 -3.32 3.51
C -1.22 -2.34 2.60
C -2.94 0.91 0.51
C -4.21 1.46 0.72
C -4.47 2.72 0.25
C -3.49 3.42 -0.44
C -2.26 2.83 -0.59
N -1.97 1.61 -0.08
H -3.44 -0.91 1.23
H -0.34 -2.06 -2.48
H -1.23 -3.47 -4.28
H -3.55 -4.32 -4.16
H -4.98 -3.77 -2.21
H -4.09 -2.40 -0.39
H -0.19 -3.85 -0.26
H 0.50 -5.56 1.36
H 0.07 -5.24 3.78
H -1.03 -3.17 4.57
H -1.68 -1.43 2.96
H -4.97 0.88 1.22
H -5.45 3.16 0.40
H -3.66 4.40 -0.86
H -1.45 3.29 -1.13
C 0.84 4.67 -1.86
C 1.17 3.93 -0.57
C 2.67 3.90 -0.36
C 0.49 4.56 0.63
O 0.71 2.58 -0.74
H 1.24 5.69 -1.82
H -0.24 4.73 -2.02
H 1.27 4.14 -2.71
H 3.07 4.92 -0.32
H 3.16 3.37 -1.18
H 2.92 3.40 0.57
H 0.89 5.56 0.80
H 0.67 3.97 1.53
H -0.59 4.64 0.48
C 4.32 0.81 0.28
Si 3.38 -0.63 0.96
C 4.12 -2.18 0.26
C 3.58 -0.64 2.81
C 1.54 -0.75 0.60
H 5.39 0.57 0.35
H 4.15 1.72 0.86
H 4.09 1.02 -0.76
H 5.18 -2.27 0.51
H 4.02 -2.19 -0.83
H 3.61 -3.06 0.66
H 4.64 -0.68 3.08
H 3.09 -1.51 3.25
H 3.15 0.26 3.26
H 1.14 -1.16 1.54
H 1.45 -1.55 -0.13
O 0.43 1.07 2.77
C 0.32 0.99 1.64
*
```

Here are the Löwdin charges for atoms 1 to 8, given in e: atom 1 (Mo): 1.01, atom 2 (S): 0.51, atom 3 (C): -1.81, atom 4 (S): 0.52, atom 5 (S): 0.56, atom 6 (N): -0.09, atom 7 (P): 0.98, atom 8 (C): -0.37